No. 1
ORCA calculation (ωB97M-V/def2-TZVPD) on a 7-piece molecular cluster, C42H105N7O14 overall.

Calculated values
**SMILES string**: COCCNCCOC.COCCNCCOC.COCCNCCOC.COCCNCCOC.COCCNCCOC.COCCNCCOC.COCCNCCOC
**Gap between HOMO and LUMO**: 8.744 eV
**HOMO energy**: -8.3 eV
**E**: -3099.35648 Eh
**Max |F|**: 3.54 eV/A
**LUMO energy**: 0.48 eV
**Multiplicity**: 1
**ΔE to the lowest compared entry with this formula, charge and spin**: 404.0 kJ/mol

Structure (XYZ):
```
168
C42H105N7O14 | the Open Molecules 2025 dataset | ωB97M-V/def2-TZVPD
C 4.08 5.46 -8.95
O 3.11 5.45 -7.90
C 3.18 6.43 -6.90
C 2.41 5.88 -5.68
N 0.95 6.18 -5.87
C 0.13 5.56 -4.88
C -0.13 4.13 -5.32
O -0.82 4.26 -6.56
C -1.55 3.12 -7.01
H 5.06 5.16 -8.58
H 3.87 6.29 -9.62
H 3.89 4.59 -9.57
H 2.70 7.34 -7.25
H 4.20 6.61 -6.55
H 2.78 6.24 -4.72
H 2.57 4.80 -5.78
H 0.68 5.88 -6.79
H -0.85 5.99 -4.66
H 0.63 5.60 -3.91
H -0.55 3.73 -4.39
H 0.82 3.60 -5.45
H -1.92 3.34 -8.01
H -2.45 2.93 -6.42
H -1.10 2.15 -7.23
C 0.12 -7.66 4.95
O 0.22 -7.91 3.56
C 1.54 -7.64 3.09
C 1.58 -8.12 1.62
N 1.02 -7.13 0.68
C 1.07 -7.38 -0.78
C -0.12 -6.76 -1.53
O -1.43 -6.89 -1.04
C -2.25 -5.77 -0.83
H 0.89 -8.24 5.47
H -0.84 -8.09 5.25
H 0.16 -6.59 5.18
H 2.36 -8.11 3.62
H 1.72 -6.57 3.10
H 1.00 -9.04 1.50
H 2.57 -8.45 1.30
H 0.11 -6.76 0.92
H 1.14 -8.41 -1.14
H 1.97 -6.86 -1.13
H -0.17 -7.11 -2.56
H 0.13 -5.70 -1.59
H -3.11 -6.08 -0.24
H -2.70 -5.30 -1.70
H -1.76 -5.04 -0.18
C 2.41 -1.46 -3.27
O 2.40 -1.72 -4.71
C 1.45 -1.04 -5.40
C 2.02 0.36 -5.97
N 2.85 0.28 -7.17
C 4.09 -0.46 -6.98
C 5.03 -0.47 -8.13
O 6.08 0.57 -8.02
C 5.54 1.89 -8.15
H 2.91 -2.35 -2.90
H 1.42 -1.27 -2.84
H 3.10 -0.65 -3.02
H 0.54 -0.90 -4.80
H 1.03 -1.67 -6.18
H 2.64 0.79 -5.18
H 1.07 0.89 -6.04
H 2.38 -0.12 -7.97
H 3.93 -1.46 -6.57
H 4.60 -0.14 -6.07
H 4.47 -0.30 -9.04
H 5.61 -1.39 -8.15
H 6.31 2.54 -8.56
H 5.21 2.23 -7.17
H 4.78 2.02 -8.92
C 0.47 4.97 2.50
O -0.99 4.91 2.45
C -1.55 5.68 1.39
C -3.10 5.61 1.30
N -3.43 4.32 0.78
C -4.78 3.85 1.14
C -5.84 4.57 0.22
O -7.11 4.29 0.87
C -8.17 5.22 0.62
H 0.94 4.98 3.48
H 0.93 5.79 1.94
H 0.84 4.00 2.18
H -1.10 5.55 0.40
H -1.31 6.73 1.58
H -3.55 6.38 0.68
H -3.46 5.72 2.33
H -2.78 3.65 1.15
H -5.08 3.93 2.18
H -4.90 2.80 0.91
H -5.75 4.15 -0.78
H -5.59 5.63 0.15
H -7.80 6.24 0.67
H -8.91 4.99 1.39
H -8.74 5.04 -0.29
C -2.39 -5.21 5.44
O -1.39 -4.81 6.48
C -0.47 -3.89 5.84
C 0.68 -3.64 6.87
N 1.62 -2.71 6.44
C 2.73 -3.36 5.68
C 3.62 -2.22 5.09
O 2.72 -1.44 4.32
C 3.34 -0.29 3.81
H -2.76 -4.23 5.15
H -3.16 -5.75 5.99
H -1.90 -5.87 4.73
H -1.01 -2.97 5.62
H 0.05 -4.39 5.02
H 1.11 -4.54 7.32
H 0.15 -3.19 7.71
H 1.15 -2.08 5.81
H 2.40 -3.96 4.84
H 3.37 -3.83 6.42
H 4.37 -2.76 4.51
H 4.15 -1.62 5.83
H 3.55 0.45 4.58
H 2.62 0.04 3.07
H 4.25 -0.50 3.25
C 0.91 1.57 5.22
O -0.50 1.39 5.34
C -1.33 2.58 5.18
C -2.48 2.05 4.28
N -3.30 1.00 4.92
C -4.37 0.43 4.13
C -5.26 -0.63 4.73
O -4.54 -1.81 5.14
C -5.40 -2.75 5.86
H 1.45 0.66 5.49
H 1.15 2.45 5.81
H 1.16 1.77 4.18
H -0.77 3.35 4.65
H -1.71 2.96 6.13
H -2.02 1.63 3.39
H -3.13 2.89 4.03
H -2.74 0.19 5.17
H -3.96 -0.01 3.22
H -4.97 1.21 3.66
H -6.14 -0.81 4.11
H -5.62 -0.08 5.60
H -4.92 -3.73 5.78
H -6.37 -2.84 5.38
H -5.54 -2.49 6.91
C 2.55 2.53 -2.56
O 1.38 1.94 -2.18
C 1.21 1.94 -0.75
C -0.05 1.19 -0.24
N 0.24 0.16 0.72
C -0.98 -0.41 1.26
C -0.62 -1.72 2.12
O -0.15 -2.67 1.19
C 0.63 -3.81 1.56
H 2.62 2.61 -3.65
H 3.40 1.98 -2.16
H 2.54 3.50 -2.06
H 1.33 2.94 -0.33
H 2.11 1.45 -0.36
H -0.52 0.82 -1.15
H -0.61 2.02 0.19
H 0.64 -0.64 0.25
H -1.65 -0.67 0.44
H -1.54 0.38 1.77
H -1.57 -2.04 2.55
H 0.14 -1.61 2.90
H 0.07 -4.61 2.05
H 1.51 -3.52 2.13
H 0.88 -4.28 0.61
```

Here are the Löwdin charges for atoms 1 to 5, given in e: -0.092, -0.206, -0.229, -0.168, -0.058



No. 2
ORCA calculation (ωB97M-V/def2-TZVPD) on a 13-piece molecular cluster, C42H106N8O24P4 overall.

Calculated values
**⟨S²⟩**: 0.7503
**Gap between HOMO and LUMO (spin up / spin down)**: 1.440 / 8.878 eV
**Charge**: -1
**HOMO energy (spin up / spin down)**: 0.3 / -7.2 eV
**E**: -5273.53455 Eh
**Max |F|**: 4.67 eV/A
**LUMO energy (spin up / spin down)**: 1.73 / 1.69 eV
**Multiplicity**: 2

Structure (XYZ):
```
184
C42H106N8O24P4 | the Open Molecules 2025 dataset | ωB97M-V/def2-TZVPD
C -2.58 -0.73 -0.07
C -1.74 0.06 0.90
C -0.23 0.06 0.65
C 0.04 0.50 -0.80
C 1.45 0.45 -1.21
C 2.44 1.31 -0.41
H -2.14 -1.66 -0.42
H -2.72 -0.26 -1.05
H -3.57 -1.02 0.29
H -2.17 1.06 0.96
H -1.85 -0.29 1.92
H 0.20 -0.93 0.72
H 0.23 0.71 1.40
H -0.51 -0.08 -1.55
H -0.41 1.47 -0.98
H 1.76 -0.59 -1.29
H 1.52 0.84 -2.22
H 2.03 2.32 -0.53
H 2.52 1.09 0.65
H 3.45 1.25 -0.83
C -0.06 3.69 1.69
C 0.73 4.99 1.70
O 0.22 5.98 1.19
N 1.88 5.07 2.35
C 2.58 3.97 3.00
H -0.88 3.79 0.99
H -0.29 3.26 2.67
H 0.59 2.89 1.32
H 2.36 5.96 2.32
H 1.94 3.25 3.50
H 3.33 4.34 3.70
H 3.13 3.44 2.22
C -1.09 -2.53 -3.37
C -0.56 -3.55 -4.40
O 0.08 -3.15 -5.35
N -0.81 -4.83 -4.25
C -1.44 -5.47 -3.05
H -0.34 -2.49 -2.58
H -2.09 -2.74 -2.97
H -1.21 -1.56 -3.86
H -0.56 -5.36 -5.07
H -1.40 -6.54 -3.25
H -2.43 -5.07 -2.85
H -0.84 -5.39 -2.15
C -6.32 0.00 -1.78
C -5.39 -0.57 -2.83
O -4.67 -1.53 -2.58
N -5.48 0.03 -4.05
C -4.68 -0.42 -5.19
H -7.22 -0.61 -1.81
H -6.61 1.03 -1.99
H -5.99 -0.04 -0.74
H -5.94 0.91 -4.20
H -3.98 0.30 -5.62
H -5.36 -0.85 -5.92
H -4.06 -1.25 -4.86
C 6.41 0.97 1.43
C 6.04 -0.10 0.38
O 6.39 0.01 -0.80
N 5.25 -1.08 0.83
C 4.76 -2.14 -0.06
H 6.78 1.89 0.99
H 7.27 0.63 2.00
H 5.48 1.15 1.98
H 5.01 -1.10 1.81
H 5.58 -2.63 -0.59
H 4.20 -1.69 -0.88
H 4.17 -2.90 0.44
C -3.42 5.87 1.82
C -4.32 4.63 1.80
O -4.97 4.43 2.82
N -4.18 3.78 0.79
C -4.94 2.52 0.70
H -2.89 5.80 2.77
H -3.94 6.82 1.76
H -2.70 5.81 1.00
H -3.51 3.92 0.05
H -4.40 1.77 0.14
H -5.85 2.74 0.15
H -5.27 2.13 1.67
C 2.22 -1.54 2.71
C 3.25 -0.69 3.45
O 4.38 -1.17 3.46
N 2.88 0.47 4.04
C 3.85 1.22 4.80
H 2.19 -2.59 3.00
H 2.38 -1.47 1.63
H 1.25 -1.06 2.86
H 1.91 0.69 4.22
H 4.41 1.87 4.13
H 4.54 0.59 5.35
H 3.31 1.85 5.51
C -4.32 -1.46 3.19
C -5.61 -1.35 2.42
O -5.91 -0.32 1.90
N -6.32 -2.45 2.30
C -7.55 -2.48 1.55
H -4.00 -0.46 3.51
H -3.64 -1.78 2.40
H -4.29 -2.04 4.11
H -5.92 -3.31 2.66
H -8.46 -2.62 2.14
H -7.57 -3.30 0.83
H -7.70 -1.64 0.87
C -4.11 -7.75 -0.58
C -3.86 -6.36 -0.07
O -3.33 -6.08 1.01
N -4.29 -5.43 -0.88
C -4.22 -3.96 -0.68
H -4.24 -7.86 -1.65
H -5.09 -8.06 -0.21
H -3.33 -8.44 -0.26
H -4.75 -5.77 -1.71
H -4.04 -3.69 0.36
H -5.23 -3.58 -0.87
H -3.55 -3.52 -1.41
C 0.14 -7.22 1.08
O 0.30 -6.07 0.24
P 1.24 -4.80 0.62
O 2.60 -5.20 1.13
O 1.20 -3.77 -0.65
C 1.90 -4.11 -1.82
O 0.24 -4.15 1.74
C -1.10 -3.81 1.51
H 0.51 -6.99 2.08
H 0.69 -8.09 0.71
H -0.91 -7.49 1.10
H 1.25 -4.82 -2.33
H 2.87 -4.59 -1.65
H 2.09 -3.27 -2.49
H -1.20 -2.73 1.60
H -1.74 -4.26 2.27
H -1.52 -4.04 0.53
C 4.63 4.58 -0.40
O 4.91 5.83 -0.98
P 5.71 5.74 -2.36
O 6.89 4.82 -2.34
O 4.52 5.28 -3.36
C 3.31 6.00 -3.40
O 6.05 7.29 -2.77
C 7.38 7.63 -3.10
H 5.13 3.71 -0.82
H 3.58 4.28 -0.41
H 4.93 4.46 0.64
H 2.47 5.32 -3.28
H 3.13 6.38 -4.41
H 3.21 6.81 -2.68
H 8.01 6.75 -3.25
H 7.70 8.32 -2.32
H 7.32 8.19 -4.04
C 4.84 2.13 -3.37
O 3.54 2.63 -3.41
P 2.67 2.44 -4.83
O 1.51 3.35 -4.89
O 3.78 2.60 -6.00
C 4.20 3.86 -6.45
O 2.36 0.84 -4.87
C 1.46 0.27 -5.82
H 4.76 1.45 -2.52
H 5.52 2.95 -3.12
H 5.14 1.54 -4.23
H 5.26 3.90 -6.69
H 3.87 4.80 -6.02
H 3.74 3.93 -7.44
H 0.47 0.10 -5.39
H 1.73 -0.72 -6.17
H 1.34 0.94 -6.67
C -2.71 1.87 4.26
O -2.25 1.39 5.48
P -1.13 0.19 5.46
O 0.17 0.58 4.85
O -1.08 -0.22 7.01
C 0.09 -0.74 7.63
O -1.85 -1.09 4.74
C -1.26 -2.39 4.92
H -2.67 2.96 4.23
H -3.76 1.65 4.06
H -2.11 1.56 3.40
H -0.06 -1.77 7.97
H 0.42 -0.17 8.49
H 0.89 -0.73 6.89
H -1.79 -3.01 5.64
H -0.26 -2.45 5.36
H -1.32 -2.89 3.96
```

Here are the Löwdin charges for atoms 1 to 5, given in e: -0.108, -0.253, -0.187, -0.230, -0.255